# 1
9
Properties=species:S:1:pos:R:3:lowdin_charge:R:1 method="wB97M-V/def2-TZVPD" smiles="BrC1=CC1.Cl" de_lowest_kcal_mol=63.2
Br 1.254 1.275 0.936 0.7304
Cl 2.860 -0.681 -0.973 0.2752
C -0.886 -0.064 -0.837 -0.0177
C -0.134 0.322 0.155 -0.7893
C -1.445 -0.180 0.643 -0.1637
H -1.126 -0.156 -1.922 0.1100
H -1.501 -1.140 1.064 0.0399
H 3.317 0.222 -0.203 -0.3002
H -2.338 0.402 1.137 0.1155

# 2
69
Properties=species:S:1:pos:R:3:mulliken_spin:R:1 method="wB97M-V/def2-TZVPD" multiplicity=3 s2=2.02 de_lowest_kcal_mol=0.0
Mo -0.625 -0.187 -0.778 1.8826
P -0.104 -0.376 1.482 -0.1438
P 0.362 1.188 -2.344 -0.0582
Si -0.100 -2.205 -1.990 -0.0748
O 0.289 1.016 2.273 0.0143
O -1.189 -1.043 2.500 -0.0057
O 1.262 -1.247 1.789 -0.0260
O 2.912 -0.349 -0.769 0.0386
N -2.403 0.189 -0.929 0.0510
C 5.182 -0.044 -0.075 -0.0029
C -4.348 -0.655 -2.052 0.0152
C 0.679 2.955 -2.027 0.0302
C 2.636 -3.194 1.847 0.0042
C -1.165 2.908 2.803 0.0134
C -1.174 -0.996 3.964 0.0041
C -0.971 1.297 -3.629 -0.0019
C -3.717 0.273 -1.162 -0.0072
C -6.507 0.324 -1.570 0.0011
C 3.322 1.096 1.159 0.0065
C 1.673 -2.889 -2.063 0.0947
C -5.905 1.278 -0.737 0.0004
C 1.216 -2.717 1.722 0.0836
C -4.533 1.272 -0.538 0.0078
C 3.695 0.234 0.029 -0.0023
C 0.176 -0.911 4.616 -0.0008
C -0.133 2.354 1.840 0.0079
C 1.775 0.708 -3.399 0.0427
C -5.722 -0.630 -2.233 -0.0038
H -0.880 2.760 3.852 0.0010
H 1.666 -3.774 -2.715 0.0036
H 3.067 -2.904 2.813 0.0004
H 2.023 -3.193 -1.072 -0.0120
H -4.029 2.005 0.096 0.0006
H 1.418 3.046 -1.219 0.0057
H 4.175 1.737 1.427 -0.0008
H -1.264 3.986 2.628 0.0006
H -1.888 1.719 -3.193 -0.0017
H 1.067 3.423 -2.947 -0.0009
H -0.464 -2.149 -3.441 0.0214
H 2.006 1.551 -4.066 -0.0014
H -0.539 2.324 0.809 0.0050
H 0.749 -3.043 0.775 -0.0273
H -1.201 0.302 -4.034 -0.0006
H 2.653 -4.289 1.795 -0.0008
H 3.086 0.481 2.039 0.0016
H -0.625 1.948 -4.448 0.0017
H -6.515 2.029 -0.239 -0.0006
H -2.149 2.453 2.628 -0.0020
H 0.030 -1.002 5.700 0.0002
H -1.806 -0.145 4.264 -0.0005
H 1.369 0.352 -0.777 -0.0026
H 0.775 2.970 1.816 -0.0006
H -7.591 0.328 -1.710 0.0003
H 5.417 -0.613 -0.973 0.0000
H 5.722 0.905 -0.081 -0.0001
H 0.834 -1.726 4.305 0.0000
H -0.852 -3.362 -1.421 0.0333
H 5.509 -0.601 0.809 0.0005
H 3.269 -2.800 1.045 0.0035
H 2.462 1.730 0.925 0.0044
H -6.187 -1.359 -2.893 -0.0005
H -1.686 -1.919 4.267 0.0002
H 2.373 -2.154 -2.471 -0.0174
H 2.621 0.485 -2.736 0.0000
H 0.654 0.052 4.428 0.0004
H 1.521 -0.188 -3.983 0.0023
H 0.591 -3.077 2.556 0.0089
H -0.258 3.450 -1.726 -0.0013
H -3.707 -1.384 -2.558 0.0050

# 3
58
Properties=species:S:1:pos:R:3:mulliken_spin:R:1 method="wB97M-V/def2-TZVPD" multiplicity=5 s2=6.02 de_lowest_kcal_mol=19.7
Ru 0.942 1.329 -0.136 2.8492
Ge 0.557 -1.353 -0.804 -0.0957
O -1.536 1.532 -0.756 0.0498
O 0.935 2.431 -1.897 0.0504
O 2.353 2.117 1.448 0.0899
O 0.945 4.513 -2.711 0.0131
O 2.166 3.015 3.497 0.0236
N 0.215 3.443 0.492 0.0057
C -1.175 3.789 0.136 -0.0038
C -1.202 -1.426 -1.712 0.0218
C 0.393 0.135 3.779 0.0093
C 0.490 3.580 1.922 0.0069
C 1.152 4.223 -0.337 0.0129
C 1.875 -0.050 -1.259 0.8596
C -1.305 -1.092 -3.060 0.0223
C -2.527 -1.187 -3.712 0.0053
C 0.370 -0.585 1.073 0.0588
C -0.788 0.213 3.050 0.0145
C 2.069 -5.819 -0.177 -0.0001
C -2.080 2.567 0.057 0.0085
C 1.209 -3.198 -0.527 0.0211
C -3.558 -1.943 -1.676 0.0032
C 0.374 -4.136 0.072 0.0105
C 1.801 2.848 2.346 0.0170
C 1.004 3.731 -1.787 -0.0063
C 1.552 -0.660 1.834 0.0296
C 0.803 -5.443 0.249 0.0030
C 2.908 -4.888 -0.771 0.0063
C -0.802 -0.142 1.710 -0.0926
C -3.653 -1.608 -3.020 -0.0017
C -2.335 -1.856 -1.028 0.0034
C 1.558 -0.312 3.175 0.0336
C 2.479 -3.579 -0.946 0.0130
H 0.574 4.629 2.224 -0.0033
H 0.152 -6.170 0.718 -0.0002
H 2.402 -6.841 -0.049 -0.0001
H -0.617 -3.845 0.406 0.0022
H -3.058 2.876 -0.319 0.0003
H 2.463 -1.006 1.362 -0.0016
H -4.604 -1.680 -3.532 0.0001
H -1.394 1.854 -1.656 -0.0039
H -2.213 2.125 1.045 -0.0072
H 2.480 -0.355 3.738 -0.0002
H 3.898 -5.181 -1.099 0.0003
H -0.429 -0.748 -3.598 -0.0110
H -1.178 4.295 -0.832 -0.0009
H 3.134 -2.846 -1.403 0.0030
H -1.700 0.548 3.529 0.0017
H -1.726 -0.098 1.146 0.0005
H 2.311 0.218 -2.215 -0.0220
H -2.266 -2.130 0.019 0.0029
H 2.171 4.027 -0.004 0.0016
H 0.411 0.438 4.817 -0.0006
H -0.320 3.121 2.492 -0.0064
H 0.959 5.297 -0.287 0.0009
H -4.439 -2.269 -1.138 0.0001
H -1.592 4.483 0.871 0.0014
H -2.605 -0.933 -4.762 0.0005

# 4
44
Properties=species:S:1:pos:R:3:lowdin_charge:R:1 method="wB97M-V/def2-TZVPD" smiles="CC(C)=CCSc1nnc(CCNC(=O)OC(C)(C)C)o1" de_lowest_kcal_mol=18.5
S 3.654 0.493 2.421 0.9972
O 1.371 -0.487 1.477 0.0818
O -1.163 -1.500 -2.595 0.0922
O -3.356 -2.112 -2.441 0.0309
N 1.101 0.658 3.337 0.0450
N -0.104 0.191 2.949 0.0944
N -2.483 -0.829 -0.878 0.0759
C -2.232 -1.499 -2.036 -0.5664
C 1.956 0.243 2.451 -0.6920
C -1.432 -0.228 -0.103 -0.1649
C -2.393 -3.999 -3.661 -0.0210
C -4.820 -3.360 -3.787 -0.0249
C 3.306 5.249 2.874 -0.0648
C -3.386 -2.837 -3.696 -0.5747
C 5.323 3.726 2.608 -0.0594
C 3.239 2.917 3.688 -0.1658
C -0.966 -1.150 1.043 -0.0817
C 3.786 1.559 3.929 -0.4233
C 3.913 3.899 3.093 -0.3552
C 0.066 -0.479 1.860 -0.3610
C -3.084 -1.893 -4.859 -0.0199
H 5.646 4.597 2.044 0.0761
H -1.378 -3.621 -3.583 0.0785
H -5.521 -2.529 -3.777 0.0861
H -3.382 -0.973 -0.447 0.1497
H 2.298 5.298 3.276 0.0760
H -1.785 0.720 0.312 0.1299
H 4.852 1.565 4.150 0.0725
H -5.037 -4.005 -2.940 0.0858
H -2.598 -4.640 -2.805 0.0906
H -2.068 -1.517 -4.782 0.0794
H -3.773 -1.051 -4.845 0.0914
H 6.004 3.591 3.449 0.0866
H -0.601 -0.042 -0.787 0.1286
H 3.234 1.035 4.706 0.0738
H -3.195 -2.424 -5.800 0.0892
H 5.405 2.847 1.970 0.0654
H -2.484 -4.585 -4.570 0.0889
H 3.271 5.474 1.808 0.0831
H -4.951 -3.924 -4.705 0.0881
H -1.811 -1.388 1.691 0.1251
H 2.213 3.060 3.989 0.1002
H -0.554 -2.066 0.618 0.1301
H 3.916 6.014 3.353 0.0826